(1)
Entry from the Open Molecules 2025 dataset: the molecule C5H8O2 at a distorted geometry (the ωB97M-V functional and the def2-TZVPD basis).

```
15
Properties=species:S:1:pos:R:3:forces:R:3:nbo_charge:R:1
C 1.7891 -0.6084 0.4177 -0.1 0.0 -0.1 -0.62
C 0.4662 0.1324 0.4046 0.1 0.2 0.2 -0.24
C -0.9157 -0.5696 0.3418 -0.1 0.2 0.4 0.08
O -0.9898 -1.5674 -0.6357 -0.2 0.0 0.0 -0.71
C -1.4520 0.7924 -0.2095 -0.3 0.1 0.5 0.03
O -1.1116 0.7706 -1.5657 1.3 0.4 0.1 -0.51
C -0.0877 1.2052 -0.5223 -0.2 0.1 -0.9 0.04
H 2.6335 0.0652 0.2287 -0.2 -0.1 0.0 0.21
H 1.8164 -1.4285 -0.3030 0.0 0.1 0.0 0.23
H 1.9317 -1.0408 1.4175 0.0 0.1 -0.2 0.22
H 0.4023 0.8372 1.2591 0.3 -0.8 0.4 0.20
H -1.3171 -0.9638 1.2766 0.0 0.2 0.0 0.18
H -1.1438 -1.0680 -1.4627 0.2 -0.3 0.1 0.49
H -2.2829 1.3796 0.1560 -0.2 0.0 -0.2 0.20
H 0.4197 2.1555 -0.6809 -0.7 0.0 -0.2 0.21
```
Positions in Å, forces in eV/Å.

## Properties
- SMILES: C[C@@H]1[C@H](O)[C@@H]2O[C@H]12
- E_LUMO: 0.03524 Eh
- Frontier orbital gap: 10.717 eV

(2)
Entry from the Open Molecules 2025 dataset: a cluster of 4 separate species, C3H15NO3 in total at a distorted geometry (the ωB97M-V functional and the def2-TZVPD basis).

```
22
Properties=species:S:1:pos:R:3:forces:R:3:nbo_charge:R:1
C 0.8903 0.4850 -0.9584 0.2 1.3 0.8 -0.48
N -0.4480 0.8254 -1.3852 -0.5 -3.2 -1.0 0.07
C -0.7424 0.5244 -2.7956 -0.3 1.7 0.1 -0.46
C -1.4967 0.3046 -0.5136 0.2 0.4 0.5 -0.47
H 0.8329 -0.3181 -0.2211 0.1 -0.1 0.0 0.28
H 1.2271 1.3915 -0.4381 0.4 -0.1 0.1 0.25
H 1.5906 0.2814 -1.7622 -0.3 0.0 -0.2 0.26
H -1.7306 0.9123 -3.0361 0.0 0.1 -0.1 0.25
H 0.0016 0.9684 -3.4516 0.1 -0.2 0.0 0.25
H -0.7903 -0.5484 -2.8794 0.2 -0.6 -0.1 0.26
H -2.4721 0.6106 -0.8521 -0.3 0.3 0.0 0.25
H -1.2954 0.5478 0.5302 -0.1 0.2 -0.1 0.24
H -1.4532 -0.7931 -0.5668 0.2 0.0 -0.1 0.28
H 0.7376 -3.6510 0.9419 -0.2 0.1 0.1 0.47
H 0.3814 -2.2711 1.5223 0.2 0.0 0.2 0.48
O -0.0061 -3.1100 1.2371 0.0 0.1 -0.4 -0.97
H -0.3250 1.7994 2.7351 -0.1 0.1 -0.3 0.49
H 0.7124 1.8138 1.5380 -0.5 0.4 0.0 0.46
O 0.5988 1.9080 2.4877 0.4 -0.1 0.1 -0.91
H 1.0847 0.1925 2.3497 0.2 -0.4 0.9 0.49
H 1.4506 -1.1065 3.1971 0.0 0.3 0.2 0.50
O 1.2517 -0.7670 2.3211 -0.1 -0.2 -0.9 -1.01
```
Positions in Å, forces in eV/Å.

## Properties
- 2S+1: 2
- E_LUMO (spin up / spin down): -0.11601 / -0.28610 Eh
- Frontier orbital gap (spin up / spin down): 10.884 / 6.246 eV
- Total charge: +1

(3)
Entry from the Open Molecules 2025 dataset: a structure of composition C5H7O4Sn at a distorted geometry (the ωB97M-V functional and the def2-TZVPD basis).

```
17
Properties=species:S:1:pos:R:3:forces:R:3:nbo_charge:R:1
O -0.6714 -1.4802 3.3624 -0.9 -0.6 1.0 -0.80
C -1.1744 -1.5905 2.2169 -3.3 0.1 -1.2 0.99
O -0.1216 -1.1714 1.2711 0.5 -0.9 -0.2 -0.70
O -2.2506 -1.9118 1.7940 1.5 0.2 0.5 -0.55
Sn 1.2142 -0.9110 2.9560 3.0 0.8 0.8 0.71
C 0.4968 -1.2052 -0.9651 1.4 2.5 -0.4 -0.49
C -0.4554 -0.8532 0.0251 -2.4 -0.4 -1.2 0.30
H 1.3063 -1.8655 -0.6276 0.2 0.2 -0.5 0.20
H 0.1278 -1.2435 -1.9936 0.1 -0.4 0.4 0.24
O 0.1400 2.7590 -1.4943 1.0 0.0 -0.1 -0.73
C -0.2992 1.4585 -1.1545 -2.0 0.8 2.2 -0.05
C 0.8244 0.5681 -0.6256 1.9 -1.6 -1.6 -0.58
H -0.5978 3.3710 -1.4382 0.0 -0.1 0.1 0.48
H -0.7728 1.0169 -2.0482 0.5 -0.5 0.5 0.19
H -1.0812 1.5612 -0.3823 0.0 -0.2 -0.4 0.19
H 1.6493 0.2816 0.0512 -1.9 1.0 2.8 0.29
H 1.6655 1.2159 -0.9472 0.5 -1.0 -2.7 0.31
```
Positions in Å, forces in eV/Å.

## Properties
- 2S+1: 2
- E_LUMO (spin up / spin down): -0.01654 / -0.01685 Eh
- Frontier orbital gap (spin up / spin down): 6.118 / 8.118 eV

(4)
Entry from the Open Molecules 2025 dataset: the molecule C3H3ClS at a distorted geometry (the ωB97M-V functional and the def2-TZVPD basis).

```
8
Properties=species:S:1:pos:R:3:forces:R:3:nbo_charge:R:1
C 1.1610 0.6833 0.0566 -5.5 0.9 0.6 -0.28
C -0.1786 0.3103 -0.0022 3.6 2.7 -0.4 -0.13
Cl -1.2816 1.6541 -0.0298 -0.3 -0.2 0.4 0.02
C -0.6849 -0.9920 -0.1337 0.8 -4.8 1.4 -0.38
S -2.2336 -1.3849 0.0525 -0.5 0.0 -0.4 0.11
H 1.3277 1.7065 0.3351 0.5 0.2 -0.2 0.22
H 1.8497 0.0452 -0.2961 2.7 -2.3 -0.5 0.20
H 0.0401 -2.0223 0.0177 -1.3 3.5 -0.9 0.25
```
Positions in Å, forces in eV/Å.

## Properties
- SMILES: C=C(Cl)C=S
- E_LUMO: -0.04740 Eh
- Frontier orbital gap: 7.566 eV

It is found that the ΔE to the lowest compared entry with this formula, charge and spin values, taken in the order of the records, are 70.9; 0.7; 38.2; 24.4 kcal/mol.